(1)
26
Properties=species:S:1:pos:R:3:nbo_charge:R:1 method="wB97M-V/def2-TZVPD" total_energy_ha=-406.76070 e_lumo_ha=0.026 fmax_ev_per_a=4.62 smiles="CCN(C)C(C)=O.CC" homo_ev=-9.28 de_lowest_kcal_mol=106.4 homo_lumo_gap_ha=0.3670 spin_multiplicity=1
C -2.39 0.70 0.72 -0.241
H -3.28 -0.31 2.74 0.222
H -1.39 -0.84 2.16 0.237
H -3.01 1.56 0.97 0.200
H -1.05 -0.33 -2.78 0.251
O 0.64 0.93 -1.32 -0.633
H 3.12 -0.82 0.83 0.195
H -2.95 0.43 -0.28 0.234
H -0.41 0.96 2.41 0.217
H -1.85 0.97 -2.44 0.237
H 3.23 -1.27 -2.20 0.212
H -0.80 2.56 1.50 0.199
C 3.68 -0.75 -0.14 -0.619
N -1.04 0.97 0.36 -0.438
C -2.63 -0.52 1.80 -0.682
H 3.69 -2.76 -1.19 0.211
H 1.99 -1.72 -1.14 0.212
C -0.22 1.61 1.45 -0.440
H -2.14 -0.68 -1.56 0.207
C -1.37 0.14 -1.85 -0.737
C -0.47 0.73 -0.82 0.665
H 0.75 1.90 0.98 0.260
H 3.50 0.27 -0.54 0.221
H -3.55 -1.12 1.34 0.242
C 3.20 -1.77 -1.17 -0.630
H 4.76 -0.83 0.14 0.198

(2)
27
Properties=species:S:1:pos:R:3:nbo_charge:R:1 method="wB97M-V/def2-TZVPD" total_energy_ha=-482.07789 e_lumo_ha=0.034 fmax_ev_per_a=3.21 smiles="COC(C)(C)O.C=CNC" homo_ev=-8.18 de_lowest_kcal_mol=63.0 homo_lumo_gap_ha=0.3346 spin_multiplicity=1
O -3.10 -0.66 -0.85 -0.750
H -0.32 -1.53 0.73 0.234
H 1.89 1.76 -1.56 0.203
H -2.02 1.97 1.72 0.191
H -1.07 0.50 2.01 0.174
C 1.84 0.57 0.80 0.015
H -2.84 0.38 1.80 0.168
H 3.63 1.66 -1.19 0.178
H 2.52 -0.95 2.11 0.190
H 3.04 -0.64 -0.28 0.374
O -1.77 0.81 0.07 -0.616
H -1.15 0.44 -2.35 0.222
H 1.47 0.36 2.86 0.207
C 1.97 -0.03 1.99 -0.537
H -1.31 -2.66 -0.21 0.229
C -1.32 -1.73 0.35 -0.674
H -2.04 -1.85 1.16 0.226
C -1.76 -0.63 -0.59 0.556
H 0.16 -0.44 -1.53 0.230
H 1.22 1.45 0.69 0.196
H -1.06 -1.33 -2.47 0.219
N 2.38 0.12 -0.38 -0.619
H -3.18 0.40 -0.77 0.504
C -1.93 0.91 1.48 -0.257
C -0.88 -0.48 -1.82 -0.663
H 2.88 0.54 -2.36 0.203
C 2.72 1.07 -1.42 -0.406

(3)
28
Properties=species:S:1:pos:R:3:nbo_charge:R:1 method="wB97M-V/def2-TZVPD" total_energy_ha=-823.18742 e_lumo_ha=-0.212 fmax_ev_per_a=4.40 homo_ev=-14.26 de_lowest_kcal_mol=50.9 homo_lumo_gap_ha=0.3119 spin_multiplicity=1 total_charge=+1
H -2.10 1.90 -1.40 0.207
N -0.34 0.07 -0.94 -0.787
H -1.37 2.03 1.63 0.226
P 1.72 1.31 0.38 1.941
H 2.87 1.29 1.37 -0.060
H -2.87 -0.19 1.59 0.258
O 1.77 2.30 -0.67 -1.044
C 2.94 -0.58 -1.21 -0.777
H -2.44 -1.49 0.35 0.233
H -3.19 0.50 -1.51 0.235
C -1.45 0.49 -0.09 0.098
H 2.90 0.43 -1.76 0.292
H -1.02 -0.80 1.40 0.204
C -1.97 -0.56 0.87 -0.642
H 2.58 -2.36 0.96 0.271
H 2.03 -1.05 2.01 0.282
H -0.58 2.54 0.15 0.200
C 1.89 -1.54 0.93 -0.780
C 2.02 -0.46 -0.07 0.196
C -0.77 1.67 0.81 -0.097
H -0.10 0.82 -1.50 0.390
H -3.27 1.51 -0.16 0.231
H 3.88 -0.43 -0.59 0.322
C -2.60 1.11 -0.89 -0.625
H -0.67 -0.66 -1.58 0.401
O 0.46 1.36 1.41 -0.775
H 0.84 -1.82 0.80 0.305
H 2.95 -1.63 -1.74 0.296

(4)
29
Properties=species:S:1:pos:R:3:nbo_charge:R:1 method="wB97M-V/def2-TZVPD" total_energy_ha=-898.47938 e_lumo_ha=-0.189 fmax_ev_per_a=5.11 smiles="CCOP(=O)(C=[N+](C)C)OCC" homo_ev=-14.63 de_lowest_kcal_mol=0.0 homo_lumo_gap_ha=0.3490 spin_multiplicity=1 total_charge=+1
C 1.17 3.10 0.69 -0.641
H -3.01 -0.30 0.35 0.211
H 1.53 4.14 0.20 0.242
H 0.98 -4.17 -1.33 0.243
H 0.11 3.36 1.07 0.229
O -0.85 -0.93 1.46 -1.048
C 1.60 -3.32 -1.52 -0.435
O -1.55 0.38 -0.68 -0.823
H 1.56 -3.04 -2.52 0.240
H 1.76 -3.39 1.01 0.240
H -3.47 0.89 -1.01 0.209
H 1.96 2.82 1.37 0.236
H 2.42 -1.75 1.02 0.263
C -2.78 1.89 0.78 -0.629
H -3.62 2.45 0.89 0.232
H 2.57 -3.71 -1.29 0.256
H 0.10 2.02 -1.02 0.185
H -0.17 -1.47 -1.94 0.241
C -2.84 0.63 -0.10 -0.062
P -0.39 -0.27 0.19 2.332
C 0.26 -1.46 -1.02 -0.100
H -1.84 2.57 0.44 0.200
H 0.86 -1.92 1.52 0.311
N 1.05 -2.36 -0.59 -0.168
H -2.49 1.67 1.77 0.226
O 0.70 0.84 0.52 -0.808
H 1.84 1.76 -0.79 0.178
C 1.51 -2.39 0.78 -0.498
C 1.01 1.97 -0.27 -0.061

(5)
32
Properties=species:S:1:pos:R:3:nbo_charge:R:1 method="wB97M-V/def2-TZVPD" total_energy_ha=-1181.22757 e_lumo_ha=0.015 fmax_ev_per_a=3.68 smiles="CCN[C@](C)(O)C(CO)(CO)S(=O)(=O)O" homo_ev=-10.31 de_lowest_kcal_mol=14.5 homo_lumo_gap_ha=0.3935 spin_multiplicity=1
H -0.03 -1.65 0.54 0.501
H -0.86 2.36 0.67 0.221
O 1.74 -1.16 -1.75 -0.960
H 3.03 -0.08 1.60 0.509
H -2.12 1.83 -0.40 0.225
S 1.85 -1.02 -0.32 2.340
H 2.77 0.89 -2.20 0.486
C -2.33 -1.21 -0.40 -0.201
C 1.88 1.63 -0.68 -0.084
H 0.83 1.71 1.87 0.185
H -2.95 -0.44 -0.79 0.192
H 2.18 2.49 -0.10 0.194
C -1.07 1.91 -0.31 -0.666
H -3.53 -2.89 0.15 0.231
C -3.00 -2.13 0.70 -0.627
O 3.17 -1.32 0.29 -0.911
O 0.89 -2.09 0.43 -0.915
H 0.39 0.01 1.93 0.159
C 1.15 0.69 1.61 -0.088
O -0.38 0.33 -1.86 -0.726
H -3.67 -1.51 1.50 0.212
H -0.84 2.52 -1.27 0.251
C -0.48 0.53 -0.45 0.429
H 1.23 1.98 -1.44 0.188
N -1.15 -0.54 0.34 -0.709
H -2.13 -2.52 1.28 0.216
C 1.03 0.56 0.13 -0.310
O 3.03 1.07 -1.27 -0.705
H 0.21 -0.41 -1.94 0.493
O 2.47 0.51 2.10 -0.730
H -1.87 -1.77 -1.22 0.211
H -1.44 -0.29 1.26 0.391

(6)
27
Properties=species:S:1:pos:R:3:nbo_charge:R:1 method="wB97M-V/def2-TZVPD" total_energy_ha=-696.32044 e_lumo_ha=0.025 fmax_ev_per_a=3.58 smiles="C[SiH](C)/C=C(/N)O.C=CC" homo_ev=-8.34 de_lowest_kcal_mol=61.1 homo_lumo_gap_ha=0.3314 spin_multiplicity=1
H -3.92 -1.96 -0.46 0.212
C 1.76 -0.13 0.76 -0.809
C -3.67 -0.93 -0.25 -0.651
C 1.75 1.03 1.43 0.497
C 2.45 -1.04 -2.22 -1.082
H 2.13 -0.93 1.49 0.244
C -2.46 -0.91 0.74 -0.161
H -4.61 -0.52 0.13 0.212
N 2.17 1.04 2.72 -0.837
H -0.15 0.85 -3.02 0.261
O 1.28 2.34 1.16 -0.704
H -3.64 -0.28 2.32 0.186
H -1.54 -1.31 0.37 0.203
H 2.40 -0.75 -3.25 0.231
Si 1.03 -0.42 -1.07 1.329
H 2.52 -2.09 -2.23 0.232
H 0.92 2.02 -1.93 0.231
H -3.31 -0.41 -1.22 0.208
C 0.30 1.10 -1.91 -1.148
H 0.03 -1.61 -1.19 -0.188
H 1.20 2.50 0.22 0.488
H 3.34 -0.57 -1.87 0.229
H -0.63 1.51 -1.41 0.247
H -1.88 -0.53 2.64 0.193
C -2.69 -0.57 2.01 -0.404
H 3.07 0.59 2.83 0.386
H 2.13 1.97 3.21 0.393